# 1
Here is a structure of composition C31H44N7O3STi from the Open Molecules 2025 dataset. Energies are from ωB97M-V/def2-TZVPD.

Geometry as XYZ:
```
87
Properties=species:S:1:pos:R:3
Ti -0.876 0.934 0.185
C -0.203 -0.534 2.787
N -1.172 0.235 2.048
C -2.161 0.815 2.658
C -2.980 1.690 1.925
C -3.958 2.604 2.351
C -4.239 3.408 1.260
C -3.429 2.959 0.217
N -2.681 1.897 0.585
C 1.119 0.205 2.858
C 1.173 1.593 2.750
C 2.391 2.247 2.871
C 3.552 1.526 3.094
C 3.499 0.145 3.197
C 2.288 -0.513 3.079
H -0.035 -1.495 2.279
H -0.572 -0.738 3.805
H -2.340 0.665 3.724
H -4.357 2.678 3.342
H -4.931 4.224 1.225
H -3.350 3.395 -0.766
H 0.259 2.174 2.610
H 2.431 3.324 2.805
H 4.495 2.042 3.185
H 4.398 -0.423 3.382
H 2.244 -1.589 3.177
N -3.227 1.162 -2.199
C -3.631 -0.044 -2.970
C -2.556 -0.243 -4.036
C -1.216 -0.627 -3.397
N -0.708 0.468 -2.541
C -1.398 -1.894 -2.567
C -2.448 -1.761 -1.465
N -1.926 -0.926 -0.359
C -3.773 -1.227 -2.017
H -3.392 2.015 -2.738
H -2.152 1.038 -2.038
H -3.696 1.254 -1.284
H -4.599 0.130 -3.449
H -2.452 0.667 -4.630
H -2.861 -1.032 -4.721
H -0.499 -0.846 -4.200
H -0.335 1.225 -3.115
H 0.070 0.106 -1.979
H -0.452 -2.183 -2.104
H -1.703 -2.696 -3.236
H -2.636 -2.774 -1.071
H -1.118 -1.455 0.006
H -2.621 -0.945 0.396
H -4.435 -0.948 -1.193
H -4.266 -2.037 -2.556
C 1.234 7.241 -0.052
O 2.328 6.359 0.090
C 2.139 5.043 -0.021
C 3.297 4.238 0.069
C 3.222 2.882 -0.055
C 1.983 2.217 -0.216
C 1.879 0.797 -0.219
C 3.076 -0.087 -0.386
O 0.731 0.227 -0.089
C 0.809 3.034 -0.295
O -0.379 2.479 -0.500
C 0.909 4.423 -0.220
H 1.637 8.242 0.070
H 0.476 7.058 0.713
H 0.792 7.159 -1.048
H 4.241 4.729 0.239
H 4.127 2.304 0.018
H 3.684 0.233 -1.230
H 2.738 -1.112 -0.538
H 3.693 -0.057 0.510
H -0.007 4.992 -0.304
S 0.610 -3.122 0.091
C 1.093 -4.726 0.127
N 1.248 -5.367 1.287
C 1.675 -6.751 1.400
C 2.502 -7.124 0.176
C 1.712 -6.772 -1.079
N 1.323 -5.377 -1.016
H 1.100 -4.842 2.132
H 0.796 -7.401 1.478
H 2.267 -6.862 2.311
H 2.734 -8.187 0.199
H 3.442 -6.570 0.189
H 0.815 -7.398 -1.148
H 2.312 -6.929 -1.975
H 1.233 -4.860 -1.876
```

Output
HOMO energy (spin up / spin down) in Ha: -0.4558 / -0.4780
HOMO-LUMO gap (spin up / spin down) in eV: 7.2 / 7.5
Multiplicity: 2
Energy above the lowest of the compared OMol25 structures with the same formula, charge and spin in kcal per mole: 52.59
E_tot in eV: -83375.736
LUMO energy (spin up / spin down) in eV: -5.18 / -5.48
Net charge: +2

=====

# 2
Here is an isolated molecule of C23H32N2O4S from the Open Molecules 2025 dataset. Energies are from ωB97M-V/def2-TZVPD.

Geometry as XYZ:
```
62
Properties=species:S:1:pos:R:3
O -1.837 -0.042 2.471
C -0.864 0.471 1.953
C 0.514 0.331 2.611
O 1.568 0.936 1.881
C 2.512 0.137 1.357
O 2.497 -1.064 1.445
C 3.611 0.935 0.752
C 3.790 2.260 1.150
C 4.870 2.997 0.704
C 5.800 2.418 -0.143
C 5.626 1.112 -0.564
C 4.536 0.373 -0.130
S 4.360 -1.267 -0.810
C 2.981 -0.923 -1.968
C 1.616 -1.121 -1.320
O 0.948 -0.162 -0.979
N 1.267 -2.414 -1.246
C 0.057 -3.011 -0.689
C -1.178 -2.148 -0.922
C -2.419 -2.868 -0.404
C -2.274 -3.166 1.085
C -1.028 -4.011 1.337
C 0.216 -3.310 0.803
N -0.892 1.209 0.840
C -2.115 1.443 0.096
C -1.795 1.682 -1.375
C -3.085 1.895 -2.162
C -3.862 3.080 -1.596
C -4.165 2.864 -0.116
C -2.878 2.641 0.671
H 0.466 0.823 3.588
H 0.728 -0.733 2.767
H 3.074 2.699 1.827
H 4.991 4.020 1.026
H 6.655 2.983 -0.484
H 6.331 0.650 -1.237
H 3.123 -1.609 -2.802
H 3.085 0.106 -2.309
H 2.012 -3.074 -1.412
H -0.073 -3.960 -1.227
H -1.278 -1.930 -1.989
H -1.059 -1.206 -0.391
H -3.299 -2.246 -0.574
H -2.558 -3.803 -0.955
H -3.158 -3.697 1.445
H -2.199 -2.229 1.639
H -0.913 -4.194 2.406
H -1.138 -4.980 0.841
H 1.102 -3.928 0.963
H 0.369 -2.370 1.330
H -0.020 1.476 0.408
H -2.743 0.551 0.208
H -1.234 0.836 -1.773
H -1.166 2.571 -1.461
H -2.851 2.070 -3.214
H -3.699 0.994 -2.101
H -4.794 3.212 -2.150
H -3.271 3.990 -1.716
H -4.698 3.729 0.285
H -4.811 1.991 -0.002
H -3.105 2.449 1.721
H -2.247 3.531 0.614
```

Output
HOMO energy in Ha: -0.3186
HOMO-LUMO gap in eV: 8.9
SMILES: O=C(COC(=O)c1ccccc1SCC(=O)NC1CCCCC1)NC1CCCCC1
Energy above the lowest of the compared OMol25 structures with the same formula, charge and spin in kcal per mole: 0.42
E_tot in eV: -46378.348
LUMO energy in eV: 0.23

=====

# 3
Here is a cluster of 5 separate species, C24H54BIN3O10 in total from the Open Molecules 2025 dataset. Energies are from ωB97M-V/def2-TZVPD.

Geometry as XYZ:
```
93
Properties=species:S:1:pos:R:3
C -0.345 -0.771 9.880
C -0.921 -1.562 8.712
N -0.388 -1.078 7.423
C 0.958 -1.368 7.176
C 1.797 -0.402 6.594
C 3.121 -0.666 6.361
B 4.064 0.454 5.707
O 3.782 0.674 4.409
C 5.146 1.211 6.546
C 5.515 2.614 6.008
C 3.583 -1.939 6.728
I 5.506 -2.587 6.407
N 2.704 -2.772 7.279
O 3.125 -4.013 7.627
N 1.436 -2.556 7.507
H -1.040 -0.786 10.719
H 0.597 -1.190 10.237
H -0.182 0.268 9.594
H -0.751 -2.633 8.856
H -2.000 -1.421 8.669
H -0.962 -1.410 6.655
H 1.366 0.557 6.339
H 4.381 1.316 3.994
H 4.809 1.274 7.585
H 6.050 0.593 6.576
H 4.775 2.994 5.298
H 6.472 2.597 5.489
H 5.565 3.342 6.815
H 2.448 -4.335 8.249
C 5.419 4.740 2.279
O 4.656 3.590 2.618
C 3.263 3.838 2.744
C 2.476 3.490 1.500
O 2.822 4.303 0.396
C 3.756 3.712 -0.489
H 6.375 4.395 1.888
H 4.918 5.339 1.519
H 5.598 5.358 3.165
H 3.076 4.876 3.037
H 2.912 3.194 3.560
H 1.416 3.659 1.706
H 2.598 2.432 1.253
H 3.256 3.008 -1.163
H 4.551 3.189 0.047
H 4.195 4.511 -1.083
C -0.822 -1.855 1.051
O -1.146 -1.364 -0.234
C -1.570 -0.010 -0.245
C -0.455 0.947 -0.601
O 0.605 0.932 0.345
C 1.685 0.097 -0.031
H -0.211 -2.747 0.915
H -0.258 -1.122 1.634
H -1.730 -2.128 1.601
H -2.010 0.259 0.721
H -2.352 0.076 -1.006
H -0.862 1.962 -0.614
H -0.071 0.726 -1.602
H 2.334 0.601 -0.756
H 1.339 -0.845 -0.461
H 2.265 -0.117 0.867
C -3.325 -1.014 -5.425
O -4.182 -1.308 -4.332
C -4.630 -2.650 -4.307
C -3.810 -3.527 -3.383
O -2.457 -3.643 -3.783
C -1.597 -2.726 -3.130
H -2.785 -0.100 -5.181
H -2.604 -1.816 -5.599
H -3.906 -0.851 -6.339
H -4.636 -3.070 -5.318
H -5.661 -2.639 -3.941
H -4.237 -4.534 -3.394
H -3.871 -3.145 -2.358
H -1.343 -3.079 -2.128
H -2.048 -1.735 -3.049
H -0.686 -2.652 -3.723
C -6.243 0.470 -11.468
O -4.997 -0.011 -11.938
C -3.885 0.453 -11.195
C -3.422 -0.540 -10.150
O -4.401 -0.791 -9.157
C -5.174 -1.954 -9.396
H -7.017 -0.180 -11.872
H -6.299 0.454 -10.377
H -6.420 1.492 -11.819
H -4.114 1.415 -10.725
H -3.066 0.610 -11.904
H -2.547 -0.123 -9.643
H -3.118 -1.477 -10.630
H -4.628 -2.852 -9.085
H -5.445 -2.049 -10.449
H -6.082 -1.872 -8.801
```

Output
HOMO energy in Ha: -0.3711
HOMO-LUMO gap in eV: 5.7
E_tot in eV: -59473.900
LUMO energy in eV: -4.39
Net charge: +1